1.
17
Properties=species:S:1:pos:R:3 method="wB97M-V/def2-TZVPD" max_force_ev_per_a=7.0 gap_ev=7.28 multiplicity=1 homo_ha=-0.314 e_tot_ev=-9327.65091
C -1.99864 0.39124 -0.78387
C -1.20932 0.29242 0.65285
N -0.18851 -1.02621 0.97422
C 1.08709 -1.30655 0.21542
C 1.68967 0.04459 -0.38107
N 2.91565 0.39368 0.05100
O 1.03694 0.24565 -1.56839
H -2.60173 -0.52479 -0.95140
H -1.24560 0.47600 -1.61766
H -2.71678 1.31767 -0.67867
H -1.90060 0.11683 1.49574
H -0.83596 1.35508 0.87510
H -0.20326 0.16419 1.20907
H 0.87425 -1.96195 -0.68021
H 1.83615 -1.84764 0.89533
H 2.74251 1.02515 0.81134
H 0.71815 0.84466 -0.51879



2.
93
Properties=species:S:1:pos:R:3 method="wB97M-V/def2-TZVPD" max_force_ev_per_a=1.9 gap_ev=4.90 multiplicity=1 homo_ha=-0.220 e_tot_ev=-133965.48648
Ta 1.13279 -0.73025 -0.35715
C 7.65649 -0.57755 -1.18595
C 7.44459 0.79295 -1.41815
C 6.19519 1.35045 -1.31685
C 5.12949 0.51005 -0.99515
C 3.73359 0.73995 -0.84845
N 3.10049 -0.46315 -0.59585
C 4.06359 -1.46145 -0.55525
N 3.84299 -2.76035 -0.40305
C 2.67519 -3.33395 -0.44715
C 2.43629 -4.76375 -0.42085
C 3.25809 -5.85995 -0.20705
C 2.68369 -7.11935 -0.24525
C 1.33009 -7.29635 -0.51975
C 0.50499 -6.21235 -0.76265
C 1.06859 -4.94785 -0.69995
C 0.50399 -3.63685 -0.91445
N -0.67361 -3.41515 -1.39715
C -1.19751 -2.22645 -1.67775
N -0.65411 -0.99415 -1.32385
C -1.49311 -0.02545 -1.79075
N -1.50521 1.29495 -1.32985
C -0.40271 1.95285 -0.65125
N 0.86389 1.26065 -0.53985
C 1.86669 2.15955 -0.81465
N 3.14219 1.92415 -0.92885
C 1.30979 3.48695 -0.99965
C 1.93309 4.70465 -1.21875
C 1.13989 5.82865 -1.37165
C -0.24241 5.71945 -1.34815
C -0.86681 4.49955 -1.13895
C -0.08511 3.37795 -0.94015
C -2.57871 -0.59945 -2.46395
C -3.68431 -0.05945 -3.13615
C -4.59151 -0.93085 -3.66815
C -4.43121 -2.32755 -3.56165
C -3.34921 -2.88305 -2.93145
C -2.40161 -2.01365 -2.38155
N 1.47459 -2.67295 -0.63795
C 5.33999 -0.87915 -0.78635
C 6.62209 -1.42295 -0.87175
H 8.66059 -0.96395 -1.26755
H 8.28479 1.41665 -1.68525
H 6.01759 2.40175 -1.48665
H 4.31359 -5.72825 -0.03125
H 3.29669 -7.99135 -0.06925
H 0.92289 -8.29675 -0.56005
H -0.53941 -6.33225 -1.00305
H 3.00729 4.76105 -1.25055
H 1.59269 6.79805 -1.51625
H -0.85141 6.60235 -1.48185
H -1.94151 4.44895 -1.13235
H -3.79711 1.00815 -3.22695
H -5.45341 -0.54825 -4.19345
H -5.18081 -2.96405 -4.00495
H -3.21081 -3.95045 -2.84615
H 6.76609 -2.47985 -0.70485
C -2.24061 3.26655 1.68925
C -2.72661 2.01625 0.93885
C -3.03861 0.93645 2.00015
C -1.57701 1.40615 0.11895
C -3.98341 2.34405 0.13235
C -3.93261 2.81315 -1.17635
C -5.08611 3.12125 -1.88025
C -6.33091 2.94485 -1.30595
C -6.39911 2.49995 0.00165
C -5.24481 2.22325 0.71295
H -1.31551 3.03275 2.21365
H -2.99281 3.57825 2.41035
H -2.05971 4.09185 1.01095
H -2.12261 0.64605 2.51845
H -3.46521 0.04825 1.53355
H -3.73311 1.30485 2.74965
H -1.29761 0.46365 0.59385
H -2.98451 2.90075 -1.67415
H -5.00731 3.51395 -2.88425
H -7.23361 3.13895 -1.86875
H -7.35921 2.37915 0.48465
H -5.35841 1.89795 1.73455
C 0.37219 1.20635 4.86415
Si 0.81369 -0.62905 4.50335
C 2.61659 -1.12265 4.92185
C -0.54501 -1.89485 4.97305
Se 0.70869 -0.89675 2.00095
H 0.37339 1.40235 5.93245
H -0.61391 1.45615 4.47945
H 1.08949 1.87955 4.40045
H 2.78249 -1.17795 5.99335
H 3.32149 -0.40435 4.50915
H 2.84749 -2.09395 4.49035
H -0.65831 -2.01605 6.04535
H -0.30031 -2.86105 4.53815
H -1.50161 -1.58755 4.55695



3.
10
Properties=species:S:1:pos:R:3 method="wB97M-V/def2-TZVPD" max_force_ev_per_a=3.1 gap_ev=10.17 multiplicity=1 smiles="[H]/N=C(/C)I.F" homo_ha=-0.385 e_tot_ev=-14462.85496
C -0.13383 1.33490 0.01327
C -0.67440 -0.02299 0.06174
N 0.05900 -0.99767 0.05208
F 2.54551 -1.88463 -0.07342
I -2.88845 -0.01627 -0.07465
H -0.28197 1.87345 0.97123
H 0.95122 1.14011 -0.09607
H -0.66176 1.84076 -0.73622
H -0.49928 -1.82458 -0.03504
H 1.58397 -1.44309 -0.08292



4.
61
Properties=species:S:1:pos:R:3 method="wB97M-V/def2-TZVPD" max_force_ev_per_a=0.9 gap_ev="8.05 / 6.54" multiplicity=4 total_charge=+1 homo_ha="-0.397 / -0.404" e_tot_ev=-87685.95573
Re -0.74167 -0.24481 -0.19795
O 1.63212 -0.07629 0.80306
N 2.31882 -1.10933 0.63391
N 1.66453 -2.09367 0.14984
O 0.34748 -2.00860 -0.05347
C 2.29739 -3.35791 -0.10606
C 1.49397 -4.45512 -0.36206
C 2.10303 -5.67872 -0.60410
C 3.48386 -5.79330 -0.58681
C 4.26814 -4.67582 -0.33009
C 3.68225 -3.44475 -0.09094
H 0.41999 -4.34910 -0.37033
H 1.48857 -6.54541 -0.80529
H 3.95168 -6.74964 -0.77510
H 5.34614 -4.75857 -0.31997
H 4.28458 -2.57090 0.10688
Cl -0.84822 0.00339 2.18153
C -2.07271 -1.14510 2.76026
C -2.23284 -1.21507 4.12796
C -3.16776 -2.11368 4.61518
C -3.89727 -2.89974 3.73571
C -3.69986 -2.79196 2.37017
Cl -4.63282 -3.78653 1.31047
C -2.76506 -1.89959 1.83109
S -2.53844 -1.77121 0.09793
H -1.64694 -0.59338 4.78941
H -3.32564 -2.20164 5.68055
H -4.62637 -3.60735 4.10339
C -3.27045 -0.92074 -3.45037
S -1.97575 0.17771 -3.04603
O -1.45832 0.82162 -4.19412
O -2.63052 1.19122 -2.07089
O -0.98280 -0.61362 -2.24415
H -4.03875 -0.33958 -3.95493
H -3.64384 -1.36992 -2.53240
H -2.85224 -1.67216 -4.11793
N -2.91441 1.86790 0.14470
C -2.26461 1.13209 -0.61270
H -3.64192 2.42155 -0.30872
C 1.92599 5.52330 -0.65220
C 2.29407 4.22771 0.06030
N 1.30096 3.14856 -0.06045
C 0.29923 3.08309 0.99872
C -0.69641 4.23122 0.96611
C 1.33648 2.28821 -1.07494
C 2.37155 2.50884 -2.14720
N 0.57052 1.22526 -1.18578
H 2.78851 6.18928 -0.66040
H 1.10838 6.04409 -0.15990
H 1.63133 5.34448 -1.68590
H 2.41610 4.40439 1.12937
H 3.25467 3.85859 -0.29367
H 0.83182 3.06686 1.95245
H -0.22281 2.13834 0.91313
H -0.23619 5.16680 1.28104
H -1.52152 4.01727 1.64308
H -1.10592 4.36411 -0.03541
H 2.42573 3.54714 -2.46144
H 2.14209 1.89807 -3.01671
H 3.35285 2.21277 -1.77290
H 0.81922 0.74938 -2.04496



5.
8
Properties=species:S:1:pos:R:3 method="wB97M-V/def2-TZVPD" max_force_ev_per_a=2.3 gap_ev=6.16 multiplicity=1 total_charge=-1 homo_ha=-0.076 e_tot_ev=-18062.53074
C 0.95932 -0.90166 0.12884
O -1.74139 0.31024 -0.11043
O -0.12013 2.39342 -0.35643
O 0.30477 -1.35800 -0.82585
S -0.56082 1.34330 0.62475
H 0.65210 -1.36015 1.12271
H 1.68025 0.01768 -0.02658
H -1.17410 -0.44483 -0.55701



6.
64
Properties=species:S:1:pos:R:3 method="wB97M-V/def2-TZVPD" max_force_ev_per_a=0.5 gap_ev="6.09 / 6.17" multiplicity=3 homo_ha="-0.213 / -0.272" e_tot_ev=-47563.63455
Pt -0.39387 -0.15491 1.04056
N -1.64305 1.61484 0.62819
C -0.92702 2.90423 0.55886
C -0.46096 3.39767 1.92162
C 0.75922 2.70271 2.50665
N 0.44870 1.33878 2.93219
H -2.01762 1.38844 -0.28804
H -2.44499 1.69755 1.24866
H -1.57532 3.66473 0.11185
H -0.07035 2.76990 -0.10607
H -1.29330 3.34673 2.63576
H -0.22811 4.46042 1.81888
H 1.15942 3.31134 3.32628
H 1.53844 2.63804 1.74221
H -0.25783 1.31800 3.65899
H 1.26430 0.84830 3.27627
C 0.39107 -2.65339 -5.50960
C 1.52186 -1.94286 -5.12942
C 1.56650 -1.31421 -3.89350
C 0.48066 -1.38522 -3.02162
C -0.64948 -2.09561 -3.41708
C -0.69504 -2.73080 -4.64982
P 0.48036 -0.63573 -1.33887
C 1.60908 0.78647 -1.56612
C 1.32074 1.74227 -2.53970
C 2.07291 2.90359 -2.63830
C 3.12278 3.13093 -1.75804
C 3.41721 2.18525 -0.78550
C 2.66522 1.02158 -0.68833
C 1.40101 -1.81509 -0.31714
C 2.37685 -2.72739 -0.69068
C 2.98822 -3.49412 0.29349
C 2.62337 -3.31390 1.62284
C 1.64524 -2.39079 1.98272
C 0.98635 -1.62480 1.01646
H 0.35609 -3.14203 -6.47484
H 2.37225 -1.87958 -5.79671
H 2.45361 -0.76183 -3.60668
H -1.50531 -2.15310 -2.75326
H -1.58079 -3.28028 -4.94209
H 0.50271 1.57759 -3.23318
H 1.83831 3.63177 -3.40463
H 3.70962 4.03749 -1.83250
H 4.23969 2.34799 -0.09973
H 2.89464 0.29013 0.07727
H 2.65261 -2.84603 -1.73300
H 3.74562 -4.22041 0.02745
H 3.10785 -3.90619 2.39105
H 1.40058 -2.27889 3.03427
C -1.47081 -1.34342 4.02377
C -2.40612 -0.90175 3.09280
C -3.30354 0.16509 3.39205
C -4.26478 0.56312 2.50204
C -4.38176 -0.09112 1.25709
C -3.51867 -1.13138 0.92812
C -2.50494 -1.50738 1.80318
C -5.38847 0.32707 0.32515
N -6.19192 0.67957 -0.41951
H -0.80860 -2.16241 3.78669
H -1.41018 -0.88829 5.00338
H -3.23134 0.64603 4.36065
H -4.95116 1.36187 2.75058
H -3.61725 -1.63818 -0.02242
H -1.92052 -2.38837 1.57831



7.
215
Properties=species:S:1:pos:R:3 method="wB97M-V/def2-TZVPD" max_force_ev_per_a=4.5 gap_ev=10.70 multiplicity=1 total_charge=+6 homo_ha=-0.782 e_tot_ev=-78709.13953
B -24.66542 8.95901 27.24366
H -24.23868 8.48885 28.11606
H -24.35714 9.99285 27.22423
H -24.22972 8.52303 26.35803
H -25.74332 8.91102 27.25131
C -32.37926 8.08620 26.46043
C -31.10114 7.25224 26.56638
C -30.36286 7.30596 25.17830
N -29.15214 6.49066 24.88977
C -29.49928 4.97102 25.07599
C -28.37554 3.97159 24.64942
C -27.97928 4.27236 23.22825
C -27.69627 5.71602 22.90732
C -28.80443 6.72032 23.36953
C -27.92203 6.89591 25.74669
H -33.06721 7.64404 25.73978
H -32.16801 9.09864 26.11629
H -32.86430 8.07232 27.43646
H -31.29201 6.19242 26.73503
H -30.43307 7.68915 27.30861
H -29.93664 8.28902 24.97822
H -31.08828 7.04745 24.40692
H -30.41825 4.79480 24.51696
H -29.82420 4.78383 26.09946
H -28.76178 2.96223 24.79124
H -27.51349 3.92263 25.31469
H -28.77858 3.94968 22.56109
H -27.09783 3.66280 23.02931
H -27.60150 5.79884 21.82461
H -26.72851 6.05681 23.27529
H -29.74892 6.67515 22.82732
H -28.46242 7.73929 23.18839
H -27.03861 6.35403 25.40900
H -28.10437 6.49772 26.74484
H -27.89183 7.98428 25.79806
C -26.02088 14.52319 28.73070
C -25.85522 15.29490 30.04337
C -24.47297 16.07823 30.02903
N -24.43817 17.11330 31.21130
C -22.95043 17.68190 31.50685
C -22.44393 18.33801 30.30248
C -23.30673 19.46051 29.69715
C -24.81637 19.04802 29.60925
C -25.42740 18.28665 30.80001
C -25.04559 16.71658 32.55762
H -25.12769 13.91279 28.59759
H -26.08906 15.11956 27.82087
H -26.88017 13.85290 28.75126
H -25.90932 14.70418 30.95782
H -26.69448 15.98791 30.10243
H -24.10588 16.52803 29.10652
H -23.60068 15.44979 30.20866
H -22.48794 16.75522 31.84666
H -23.14355 18.26644 32.40636
H -22.29372 17.61384 29.50179
H -21.46932 18.76314 30.54228
H -22.95898 19.52529 28.66615
H -23.12363 20.36420 30.27845
H -24.98482 18.38893 28.75759
H -25.48045 19.91197 29.58323
H -26.43310 17.91279 30.60789
H -25.53186 18.95172 31.65726
H -26.08657 16.41287 32.44708
H -24.98044 17.53274 33.27716
H -24.53041 15.90764 33.07559
C -28.15561 4.72822 32.32081
C -28.64845 6.06814 31.76347
C -27.48446 6.90796 31.11389
N -27.92423 8.33402 30.65598
C -26.66154 9.04985 30.03076
C -26.95229 10.52074 29.60752
C -27.36520 11.35669 30.76353
C -28.55493 10.75680 31.44431
C -28.38345 9.25820 31.79580
C -28.94196 8.13761 29.52926
H -29.00203 4.24560 32.80942
H -27.30634 4.81180 32.99894
H -28.00318 4.04669 31.48392
H -29.09024 6.54582 32.63797
H -29.54319 5.89360 31.16591
H -27.15191 6.42857 30.19318
H -26.65299 7.11868 31.78645
H -25.88425 9.08666 30.79402
H -26.29601 8.40616 29.23068
H -26.05520 11.00977 29.22778
H -27.59480 10.63258 28.73415
H -26.60243 11.32928 31.54169
H -27.54903 12.42100 30.61676
H -28.71102 11.34090 32.35126
H -29.51225 10.98312 30.97481
H -27.60239 9.13754 32.54645
H -29.28815 8.86556 32.25997
H -29.24229 9.05359 29.02046
H -29.82018 7.56967 29.83631
H -28.49452 7.54926 28.72817
C -24.54459 5.04677 25.03435
C -24.02661 5.66923 26.32334
C -23.39285 4.47786 27.11729
N -22.80083 5.01026 28.44992
C -22.02592 3.82639 29.03651
C -21.74070 3.88245 30.54804
C -22.99719 4.00277 31.32525
C -23.67982 5.34483 30.85424
C -23.92285 5.45637 29.34614
C -21.74999 6.14594 28.29915
H -24.76142 5.87820 24.36367
H -25.45177 4.44563 25.09561
H -23.87539 4.32179 24.57103
H -24.80515 6.07611 26.96865
H -23.28175 6.43897 26.12141
H -22.52406 4.08105 26.59209
H -24.07106 3.64609 27.30781
H -22.54890 2.88624 28.86122
H -21.09691 3.79813 28.46709
H -21.20537 2.99973 30.89780
H -21.14689 4.78172 30.71174
H -23.65535 3.13427 31.30024
H -22.70672 4.14843 32.36569
H -24.63991 5.47660 31.35320
H -23.09862 6.19522 31.21083
H -24.74205 4.77436 29.11840
H -24.19636 6.43428 28.94994
H -22.32012 7.03827 28.04070
H -21.03828 5.84815 27.52916
H -21.29524 6.41426 29.25273
C -22.87575 7.36066 22.02836
C -23.81182 8.55242 22.32284
C -23.19593 9.53744 23.40736
N -23.81258 10.97646 23.56729
C -25.33576 10.65391 23.92915
C -26.08648 11.99043 24.38114
C -25.31116 12.75940 25.51192
C -23.88673 13.08366 25.13048
C -23.12419 11.82263 24.64565
C -23.73881 11.81678 22.26380
H -23.16017 6.73205 21.18453
H -22.74167 6.73192 22.90860
H -21.90193 7.80720 21.82745
H -24.85644 8.28463 22.48147
H -23.80299 9.03301 21.34455
H -22.15817 9.84011 23.26757
H -23.18809 9.13805 24.42153
H -25.16248 9.98770 24.77428
H -25.82813 10.27359 23.03414
H -27.06244 11.65662 24.73352
H -26.45025 12.46494 23.46976
H -25.26434 12.18483 26.43700
H -25.87819 13.67047 25.70307
H -23.30823 13.55652 25.92411
H -23.86560 13.85495 24.36057
H -22.97957 11.16796 25.50507
H -22.15957 12.18531 24.29057
H -24.42773 12.65743 22.34618
H -23.96875 11.22429 21.37826
H -22.70560 12.16149 22.30570
C -19.89937 6.43032 24.00120
C -20.12154 4.93141 24.42214
C -18.70480 4.17560 24.55433
N -18.73813 2.71380 25.08678
C -17.26413 2.09516 24.95298
C -17.16223 0.71221 25.77547
C -17.48660 0.94196 27.28533
C -18.91556 1.50544 27.32980
C -19.13984 2.79909 26.56174
C -19.76141 1.86294 24.25676
H -19.45986 6.59494 23.01742
H -19.21351 6.89426 24.71004
H -20.78654 7.06353 24.00998
H -20.67138 4.71688 23.50576
H -20.91024 4.72846 25.14662
H -17.98742 4.72991 25.15947
H -18.18309 4.11750 23.59906
H -16.62772 2.73332 25.56604
H -17.09183 2.07784 23.87683
H -16.12693 0.38353 25.68482
H -17.73803 -0.05721 25.26112
H -16.73370 1.43828 27.89763
H -17.48180 -0.01798 27.80166
H -19.18954 1.65255 28.37450
H -19.51861 0.71303 26.88651
H -18.58110 3.57913 27.07889
H -20.19893 3.04324 26.64432
H -19.60962 0.80027 24.44594
H -19.63051 1.94880 23.17806
H -20.72893 2.14275 24.67355
C -19.85702 10.32043 25.96546
C -20.33796 10.96972 27.28690
C -21.20168 10.15892 28.18940
N -21.85042 10.99406 29.35388
C -20.73558 11.83051 30.18689
C -19.71856 10.88348 30.89341
C -20.52127 9.89395 31.93607
C -21.57818 9.14467 31.16700
C -22.58357 10.01536 30.37344
C -22.80570 12.04654 28.75025
H -19.26677 10.96124 25.31044
H -20.70910 9.78608 25.54530
H -19.16893 9.52286 26.24564
H -20.75667 11.96927 27.16998
H -19.40770 11.19982 27.80630
H -20.53688 9.40292 28.60727
H -22.08567 9.68966 27.75759
H -20.22891 12.51720 29.50877
H -21.26974 12.42954 30.92440
H -19.13124 10.38569 30.12182
H -19.06487 11.58333 31.41399
H -19.79781 9.16999 32.31103
H -20.90424 10.36435 32.84170
H -21.16608 8.31396 30.59412
H -22.25771 8.65534 31.86478
H -23.21103 9.37883 29.74958
H -23.03757 10.69487 31.09473
H -23.72623 11.52731 28.48358
H -22.29632 12.73047 28.07138
H -23.09574 12.67562 29.59182



8.
12
Properties=species:S:1:pos:R:3 method="wB97M-V/def2-TZVPD" max_force_ev_per_a=2.6 gap_ev=8.90 multiplicity=1 homo_ha=-0.305 e_tot_ev=-8799.01218
C 0.32516 -0.97852 -0.50461
C -0.79644 -0.47952 0.57055
C 0.80151 -0.10156 -1.54056
C 0.56133 -0.51020 0.97260
C -0.44053 1.53156 -0.58620
N -1.22558 0.76972 0.10403
O 0.67570 1.18504 -1.34568
H 0.53240 -2.01824 -0.77216
H -1.61553 -1.08750 0.99130
H 0.83900 -1.31829 1.60967
H 1.08549 0.40959 1.17548
H -0.74252 2.59791 -0.67442



How do the records compare in relative energy (zero: lowest compared OMol25 entry of this formula, charge and spin)? In the order shown, they have 261.43; 54.55; 4.36; 17.10; 53.70; 0.00; 101.93; 101.62 kcal/mol.